Formula: C25H41Cl14N9
Source: the OMol25 dataset
Level of theory: the ωB97M-V functional and the def2-TZVPD basis

Computed properties:
LUMO level (eV): 0.2239
HOMO-LUMO gap (eV): 10.9

```
89
C25H41Cl14N9 | the OMol25 dataset | the ωB97M-V functional and the def2-TZVPD basis
C 10.9199 9.9283 9.1168
C 10.8711 11.2631 8.5013
N 10.8812 12.3103 8.0393
H 11.0907 9.9886 10.1684
H 11.7556 9.3472 8.7094
H 9.9812 9.4156 8.9196
C 11.3089 15.3857 7.7731
C 12.5087 15.4652 6.8773
N 13.4495 15.4636 6.2214
H 10.8948 16.4048 7.8436
H 11.6519 15.0387 8.7349
H 10.5700 14.6751 7.3401
C 16.7565 11.6823 11.0410
C 15.4721 11.3291 10.4461
N 14.4300 11.0468 10.0242
H 17.6058 11.6411 10.3409
H 16.8476 11.0221 11.9007
H 16.6573 12.7191 11.3928
C 14.0857 11.8627 6.8293
C 14.0058 10.4580 7.2386
N 13.8906 9.3737 7.6186
H 13.0591 12.2469 6.8692
H 14.4507 11.9866 5.7802
H 14.6543 12.4813 7.5229
C 8.6736 13.5131 10.8719
C 8.3327 14.1927 9.6015
N 7.9245 14.6675 8.6570
H 9.6569 13.0223 10.8473
H 7.9476 12.6663 10.9812
H 8.6288 14.2372 11.6849
C 16.0292 17.1686 16.5391
C 16.1023 16.6612 15.1534
N 16.1082 16.3645 14.0526
H 15.9134 16.3725 17.2604
H 15.2611 17.8919 16.6783
H 16.9681 17.6510 16.8144
C 13.0259 8.1839 11.2726
C 11.7899 8.4120 12.0375
N 10.8078 8.6247 12.6010
H 13.4053 9.0410 10.7172
H 12.8562 7.3210 10.6002
H 13.7494 7.8309 11.9931
C 14.7705 17.5249 8.0576
C 14.7676 16.3839 8.9433
N 14.6546 15.4537 9.5905
H 14.4589 17.1842 7.0675
H 15.7659 17.9946 7.9724
H 14.0345 18.2299 8.4460
C 9.1026 12.2492 14.7578
C 9.6278 13.5581 14.2943
N 10.0376 14.5812 13.9556
H 9.4678 11.4407 14.1976
H 8.0091 12.1774 14.5510
H 9.2154 12.1654 15.8310
C 21.0053 15.0242 12.3897
Cl 22.3736 14.2840 11.5113
Cl 19.7243 13.8460 12.6321
H 21.3675 15.3682 13.3750
H 20.5807 15.8233 11.8052
C 12.7297 15.2243 16.0673
Cl 12.7779 15.7005 17.7820
Cl 12.4974 16.5758 14.9903
H 13.6339 14.6915 15.7901
H 11.8937 14.5470 15.9246
C 7.3905 8.9336 12.4078
Cl 6.8141 10.2879 13.3725
Cl 7.6078 9.5550 10.6927
H 8.3615 8.5995 12.7680
H 6.6068 8.2123 12.2809
C 11.0391 17.2407 12.0141
Cl 10.0426 16.6427 10.7083
Cl 12.6165 17.8442 11.4124
H 10.6249 18.1632 12.4776
H 11.2828 16.4970 12.7957
C 12.8198 13.4475 12.0209
Cl 14.3729 13.5135 12.8336
Cl 11.9322 12.0324 12.5212
H 12.2312 14.3617 12.2325
H 12.9893 13.3614 10.9442
C 17.3210 13.3103 15.5102
Cl 17.4054 11.5830 15.2655
Cl 16.1483 13.5982 16.8208
H 18.2635 13.6835 15.8227
H 17.0240 13.7798 14.5705
C 13.9265 10.9789 15.3511
Cl 12.3788 10.7520 16.2464
Cl 14.2737 9.6614 14.2531
H 13.8055 11.8819 14.7894
H 14.7486 10.9505 16.0615
```

---

Formula: C25H41F4N9SiTm
Source: the OMol25 dataset
Level of theory: the ωB97M-V functional and the def2-TZVPD basis

Computed properties:
Net charge: +1
Multiplicity: 3
LUMO level (alpha / beta) (eV): -2.4156 / -2.4154
HOMO-LUMO gap (alpha / beta) (eV): 7.4 / 7.4
ΔE to the lowest compared entry with this formula, charge and spin (kcal per mole): 0.6

```
81
C25H41F4N9SiTm | the OMol25 dataset | the ωB97M-V functional and the def2-TZVPD basis
Tm 0.1566 -0.1054 -0.0789
C -3.9567 1.7211 -1.2534
C -2.5867 1.0965 -1.0213
N -2.4672 0.0740 0.0441
C -3.3628 -1.0573 -0.2735
C -3.2940 -2.2186 0.7014
C -2.7668 0.6033 1.3888
C -1.8118 1.6885 1.8407
N -0.4442 1.2153 1.6696
C 0.5796 1.9097 2.2646
C 1.8858 1.4350 2.0830
F 2.0117 0.2960 1.2976
C 3.0273 2.0102 2.5804
F 4.2060 1.4364 2.3142
C 2.9517 3.1613 3.3413
C 1.6852 3.6734 3.5439
F 1.5345 4.7927 4.2567
C 0.5378 3.0856 3.0342
F -0.6339 3.7034 3.2820
H -3.8493 2.5456 -1.9582
H -4.3804 2.1361 -0.3389
H -4.6745 1.0217 -1.6788
H -1.8731 1.8900 -0.7947
H -2.2323 0.6270 -1.9461
H -3.1003 -1.3969 -1.2770
H -4.3985 -0.7000 -0.3239
H -2.2643 -2.4421 0.9728
H -3.7310 -3.1041 0.2389
H -3.8496 -2.0288 1.6181
H -2.6849 -0.2350 2.0807
H -3.8012 0.9671 1.4487
H -2.0562 1.9038 2.8846
H -1.9925 2.6218 1.2925
H 3.8283 3.6354 3.7524
C 3.0693 -2.5674 -1.1944
C 2.8957 -1.3036 -1.9851
C 3.6998 -1.0075 -3.0649
C 3.4726 0.1900 -3.7452
C 2.4963 1.0649 -3.3363
C 1.7240 0.7398 -2.1990
N 1.9273 -0.4636 -1.5951
N 0.7552 1.4913 -1.6039
Si 0.5959 3.2055 -1.9468
C -0.4254 4.0106 -0.6099
C -0.2340 3.4638 -3.6076
C 2.2836 4.0229 -1.9132
H 4.0582 -2.5981 -0.7359
H 2.9843 -3.4473 -1.8347
H 2.3308 -2.6325 -0.3953
H 4.4806 -1.6901 -3.3685
H 4.0784 0.4367 -4.6083
H 2.3236 1.9860 -3.8677
H -1.4967 3.8258 -0.6951
H -0.2920 5.0919 -0.6777
H -0.0961 3.7082 0.3855
H -1.3181 3.5420 -3.5011
H -0.0326 2.6308 -4.2831
H 0.1091 4.3768 -4.0966
H 2.9668 3.5120 -1.2322
H 2.1726 5.0493 -1.5565
H 2.7644 4.0737 -2.8891
C 0.0738 -3.3817 3.8381
N -0.1293 -3.9975 2.5324
C -0.4170 -5.4251 2.4673
C 0.0399 -3.2399 1.4238
N 0.3889 -1.9968 1.4173
N -0.1757 -3.9142 0.2249
C -0.3666 -3.3791 -1.0375
N -0.3810 -4.3327 -2.0079
N -0.5726 -2.1281 -1.2444
H -0.3343 -4.0418 4.5971
H -0.4662 -2.4362 3.9047
H 1.1318 -3.2097 4.0497
H -0.4928 -5.8045 3.4806
H 0.3865 -5.9838 1.9794
H -1.3669 -5.6223 1.9662
H 0.5352 -1.6391 2.3538
H -0.2743 -4.9123 0.2888
H 0.0380 -5.2327 -1.8507
H -0.4522 -4.0444 -2.9683
H -0.6510 -1.9525 -2.2441
```

---

Formula: C25H41F5HoP2
Source: the OMol25 dataset
Level of theory: the ωB97M-V functional and the def2-TZVPD basis

Computed properties:
Net charge: +1
Multiplicity: 5
LUMO level (alpha / beta) (eV): -3.0731 / -2.9839
HOMO-LUMO gap (alpha / beta) (eV): 5.1 / 5.2
ΔE to the lowest compared entry with this formula, charge and spin (kcal per mole): 167.3

```
74
C25H41F5HoP2 | the OMol25 dataset | the ωB97M-V functional and the def2-TZVPD basis
Ho -0.2527 1.2353 -2.1635
C -0.9285 -1.6422 0.2176
C 0.3152 -1.7675 -0.4536
C 0.5552 -0.2110 1.2240
C -0.7913 -0.6486 1.2163
C 1.2475 -0.8998 0.1936
C -2.1233 -2.4906 0.0304
H -1.9656 -3.2288 -0.7640
H -3.0106 -1.8896 -0.2123
H -2.3610 -3.0524 0.9485
C -1.8306 -0.2566 2.1859
H -2.8317 -0.4891 1.8019
H -1.7885 0.8181 2.4094
H -1.7043 -0.7966 3.1379
C 1.1523 0.6820 2.2346
H 1.1488 0.2080 3.2289
H 0.5878 1.6207 2.3139
H 2.1888 0.9301 1.9849
C 2.7078 -0.8499 -0.0303
H 3.2599 -1.2660 0.8318
H 3.0587 0.1890 -0.1731
H 2.9920 -1.4229 -0.9181
C 0.6177 -2.7759 -1.4937
H 0.7134 -3.7869 -1.0572
H 1.5572 -2.5585 -2.0164
H -0.1844 -2.8259 -2.2478
C -1.7384 1.6578 -3.9919
C -2.1411 0.5173 -4.9778
C -1.1629 -0.4666 -5.6237
C 0.3260 -0.4117 -5.2912
C 0.7128 -0.2718 -3.7663
C 1.6536 0.9785 -3.5997
C 1.0099 2.3858 -3.7814
C -0.3865 2.4493 -4.4424
H -1.2502 -0.3137 -6.7140
H 0.8017 0.3900 -5.8697
H -1.5337 -1.4948 -5.4801
H -0.2687 2.1939 -5.5038
H -2.4499 2.4934 -4.1885
H -2.8007 0.9234 -5.7709
H -0.6716 3.5138 -4.4286
H 1.0255 2.9778 -2.8216
H 2.3620 0.8879 -4.4501
H 1.6829 2.9699 -4.4157
H 0.7858 -1.3442 -5.6597
H 1.3484 -1.1405 -3.5190
P -3.3519 -0.1894 -3.7815
C -5.0215 0.3507 -3.9065
C -3.0240 -1.8790 -3.3779
P 3.4351 0.9668 -2.5132
C -2.3850 0.9603 -2.7513
C 4.6158 -0.0741 -3.4403
C 4.0054 2.6450 -2.8989
H -5.2572 0.9567 -3.0189
H -5.6918 -0.5219 -3.9314
H -5.1820 0.9496 -4.8196
H -2.0796 -2.2433 -3.8079
H -3.8431 -2.4939 -3.7868
H -2.9782 -2.0277 -2.2891
H 3.7187 2.9601 -3.9103
H 5.0999 2.6516 -2.7963
H 3.5798 3.3404 -2.1578
H -3.0285 1.6233 -2.1467
H -0.2342 -0.5049 -3.1642
H 5.5433 -0.0888 -2.8507
H 4.8300 0.3260 -4.4413
H 4.2315 -1.1019 -3.5170
F 1.4491 3.0988 -0.1263
C 0.3006 3.4033 -0.8702
F 0.4399 4.7143 -1.2671
C -0.9266 3.2308 -0.0385
F -1.5046 1.9100 -0.2013
F -0.7023 3.3091 1.2909
F -1.9142 4.0812 -0.3814
```

---

Formula: C25H41FIN12O12P
Source: the OMol25 dataset
Level of theory: the ωB97M-V functional and the def2-TZVPD basis

Computed properties:
Structure (SMILES): C[C@@H](O)COc1cc(F)c2c(c1CCO)C(=O)c1ccc([PH2]=O)c(I)c1C2=O.NC(N)=O.NC(N)=O.NC(N)=O.NC(N)=O.NC(N)=O.NC(N)=O
LUMO level (eV): -1.3909
HOMO-LUMO gap (eV): 7.4
ΔE to the lowest compared entry with this formula, charge and spin (kcal per mole): 343.4

```
93
C25H41FIN12O12P | the OMol25 dataset | the ωB97M-V functional and the def2-TZVPD basis
C 8.2933 0.5737 0.9992
C 7.2494 1.5839 0.2448
O 6.7561 0.8206 -0.9228
C 6.0004 1.8825 1.2333
O 5.5979 3.3163 1.2571
C 4.1290 3.2431 1.2561
C 3.5030 2.6269 2.6089
C 1.9347 2.4558 2.7000
F 1.2500 1.8995 3.8676
C 1.0673 2.9010 1.4579
C 1.6770 3.5612 0.1178
C 3.2481 3.7344 0.0191
C 3.8882 4.3922 -1.3252
C 5.0974 3.5317 -1.9667
O 4.6033 2.2507 -2.4716
C 0.6248 3.9709 -1.0698
O 0.6704 5.0749 -1.7217
C -0.5425 2.8504 -1.3260
C -1.0096 2.4564 -2.7875
C -2.1234 1.3040 -2.8942
C -2.6901 0.6226 -1.5734
P -3.9778 -0.8064 -1.6305
O -3.9808 -1.4689 -3.0622
C -2.2431 1.0574 -0.0824
I -3.0850 0.1096 1.6986
C -1.1479 2.1913 0.0170
C -0.5585 2.7063 1.4553
O -1.2987 2.9349 2.4834
H 8.9122 0.0583 0.1664
H 8.9960 1.1764 1.6851
H 7.7432 -0.2416 1.6151
H 7.7446 2.5485 -0.1411
H 6.2667 0.0163 -0.6210
H 6.1888 1.4633 2.3030
H 5.0997 1.2619 0.8138
H 4.1571 2.2944 3.5098
H 3.1029 4.5416 -2.1744
H 4.2562 5.4693 -1.0573
H 6.0128 3.4529 -1.2758
H 5.4596 4.1243 -2.9090
H 3.6436 2.3422 -2.7406
H -0.5501 2.9833 -3.7229
H -2.4646 0.9771 -3.9627
H -5.2769 -0.4084 -1.1732
H -3.4183 -1.8238 -0.7486
N -6.7152 -3.6609 -1.5274
C -6.1929 -3.7056 -0.2806
N -6.2361 -4.9208 0.3040
O -5.7186 -2.7227 0.2739
H -7.1089 -4.4585 -1.9993
H -6.7016 -2.7694 -2.0004
H -5.8553 -4.9965 1.2370
H -6.6211 -5.7393 -0.1342
N -11.1479 -6.0204 -1.3680
C -9.9424 -5.4633 -1.6198
N -9.7552 -4.2467 -1.0651
O -9.0872 -6.0171 -2.2967
H -11.8625 -5.5819 -0.8148
H -11.3257 -6.9303 -1.7657
H -8.8653 -3.8001 -1.2323
H -10.4424 -3.7736 -0.5056
N -4.2013 -5.7520 5.0896
C -5.0794 -4.9476 4.4506
N -5.3603 -3.7941 5.0959
O -5.5796 -5.2398 3.3748
H -3.7794 -5.5297 5.9738
H -3.9654 -6.6236 4.6398
H -6.0121 -3.1657 4.6507
H -4.9598 -3.5353 5.9802
N -1.2377 0.8728 5.8575
C -0.7708 -0.2085 6.5193
N -0.0265 -1.0511 5.7673
O -1.0021 -0.4098 7.7021
H -1.0579 1.0553 4.8852
H -1.7978 1.5268 6.3829
H 0.3413 -1.8714 6.2244
H 0.1750 -0.9031 4.7941
N 9.2137 3.9947 -3.0234
C 8.5370 4.9650 -2.3694
N 9.2780 5.6742 -1.4883
O 7.3504 5.1836 -2.5593
H 10.1888 3.7992 -2.8816
H 8.6954 3.4423 -3.6901
H 8.8089 6.4082 -0.9796
H 10.2544 5.5099 -1.3180
N -1.3812 -2.4084 -4.7790
C -0.4099 -1.5684 -5.1994
N 0.5759 -2.1566 -5.9148
O -0.4216 -0.3715 -4.9526
H -1.3900 -3.3943 -4.9713
H -2.1379 -2.0069 -4.2399
H 1.3201 -1.5622 -6.2468
H 0.6035 -3.1377 -6.1282
```

---

Formula: C25H42BBrCl16F9IN3O3
Source: the OMol25 dataset
Level of theory: the ωB97M-V functional and the def2-TZVPD basis

Computed properties:
Net charge: +1
LUMO level (eV): -2.8935
HOMO-LUMO gap (eV): 9.1

```
101
C25H42BBrCl16F9IN3O3 | the OMol25 dataset | the ωB97M-V functional and the def2-TZVPD basis
O -0.1486 0.9545 -0.8444
B -0.0704 1.8285 0.1970
O 1.0395 2.4268 0.6692
O -1.2897 2.2496 0.8688
N -1.2587 1.7291 2.1335
C -2.1599 0.8439 2.4740
N -3.0762 0.3733 1.5820
C -3.6535 -0.8047 2.1973
I -5.5833 -0.4143 3.1148
C -2.6135 -1.1432 3.2736
Br -1.1207 -2.0367 2.3905
N -2.2267 0.2126 3.6918
C -1.1019 0.3993 4.6270
C -1.4806 0.1541 6.0789
C -1.5854 -1.3118 6.4772
F -2.8634 -1.7445 6.2501
F -0.7865 -2.0940 5.6996
C -1.2661 -1.5824 7.9973
F -2.3206 -2.2157 8.5521
F -1.0914 -0.4047 8.6478
C -0.0182 -2.4624 8.2937
F -0.0193 -2.7004 9.6242
F -0.1252 -3.6461 7.6567
C 1.3497 -1.7855 7.9628
F 2.2805 -2.7187 7.7717
F 1.2576 -1.0317 6.8473
F 1.7163 -0.9848 8.9606
H 0.1169 0.0446 -0.6815
H 1.8498 2.0014 0.3460
H -0.5318 2.0686 2.7463
H -3.7038 1.0546 1.1670
H -3.8640 -1.6384 1.5420
H -3.0971 -1.7713 4.0104
H -0.8136 1.4479 4.5724
H -0.2396 -0.1923 4.3151
H -2.4269 0.6355 6.3213
H -0.7280 0.6442 6.6911
Cl -5.2021 -6.7014 5.9742
C -3.4789 -6.3961 6.2967
C -3.1173 -4.9489 6.0911
Cl -3.2120 -4.4802 4.3676
H -2.8970 -7.0460 5.6489
H -3.2899 -6.6691 7.3332
H -2.0921 -4.7741 6.4101
H -3.7800 -4.2917 6.6481
Cl 1.9982 -2.6566 1.5738
C 3.7479 -2.3455 1.7711
C 4.1032 -0.8919 1.6302
Cl 3.8700 -0.2975 -0.0410
H 4.2624 -2.9611 1.0376
H 4.0182 -2.6844 2.7693
H 5.1536 -0.7473 1.8732
H 3.5025 -0.2682 2.2879
Cl -5.6394 7.1131 2.0074
C -4.3790 5.9053 2.3342
C -4.2849 4.8752 1.2373
Cl -5.7311 3.8304 1.1765
H -4.6025 5.4418 3.2923
H -3.4326 6.4391 2.4103
H -3.4254 4.2344 1.4079
H -4.1786 5.3449 0.2632
Cl 3.6927 -4.6462 -1.0945
C 4.4132 -4.0690 -2.6291
C 3.7400 -2.8190 -3.1297
Cl 2.0636 -3.1219 -3.6577
H 4.3483 -4.8731 -3.3522
H 5.4636 -3.8669 -2.4330
H 4.2853 -2.4372 -3.9910
H 3.7095 -2.0501 -2.3626
Cl 1.6140 2.9883 -5.2616
C 0.4642 3.3241 -3.9412
C 0.7766 4.6117 -3.2286
Cl 2.2927 4.5104 -2.2889
H 0.4817 2.4750 -3.2610
H -0.5208 3.3941 -4.3933
H -0.0220 4.8383 -2.5240
H 0.8731 5.4399 -3.9249
Cl -1.6252 4.8792 -6.1267
C -1.6184 3.5865 -7.3628
C -2.9835 2.9845 -7.5479
Cl -3.5013 2.0540 -6.1126
H -0.8908 2.8397 -7.0531
H -1.2743 4.0474 -8.2871
H -2.9630 2.2924 -8.3873
H -3.7346 3.7464 -7.7363
Cl -0.5149 8.1314 -10.5287
C 0.7084 7.3477 -9.4989
C 1.2775 6.1076 -10.1370
Cl 0.0653 4.8004 -10.2474
H 0.2422 7.1205 -8.5433
H 1.5068 8.0702 -9.3401
H 2.0992 5.7286 -9.5323
H 1.6392 6.3033 -11.1423
Cl 7.2344 -6.5183 -7.9921
C 6.3056 -7.4355 -6.7817
C 5.4261 -6.5401 -5.9494
Cl 6.3815 -5.4728 -4.8786
H 7.0121 -7.9820 -6.1630
H 5.6852 -8.1474 -7.3227
H 4.7869 -7.1451 -5.3084
H 4.8015 -5.9061 -6.5726
```

---

no.,energy (Ha)
1,-7912.6118
2,-3244.2247
3,-3106.7801
4,-3275.8286
5,-12526.1381